ORCA calculation (ωB97M-V with the def2-TZVPD basis set) on 2 unconnected molecules or ions with the total composition C5H14 at a distorted geometry.

The calculation puts the total energy at -5411.6007 eV. Its energy relative to the best compared isomer or geometry (same formula, charge and spin) is 10.35 kcal/mol. For the HOMO-LUMO gap, the calculation gives 12.54 eV. As for the SMILES: CCC.CC.

```
! RIJCOSX wB97M-V def2-TZVPD def2/J DEFGRID3
* xyz 0 1
C 0.934 1.511 1.678
C 1.097 0.001 1.347
C 0.457 2.314 0.460
H 1.907 1.939 1.903
H 0.177 1.609 2.445
H 2.130 -0.316 1.491
H 0.539 -0.619 2.043
H 0.855 3.306 0.443
H 0.876 -0.177 0.300
H -0.637 2.341 0.420
H 0.721 1.800 -0.462
C -1.226 -1.110 -1.969
C -1.031 -2.299 -1.034
H -1.612 -0.246 -1.424
H -0.294 -0.734 -2.388
H -1.898 -1.365 -2.771
H -1.079 -3.229 -1.615
H -1.854 -2.387 -0.325
H -0.062 -2.338 -0.543
*
```



ORCA calculation (ωB97M-V with the def2-TZVPD basis set) on 2 unconnected molecules or ions with the total composition C5H14 at a distorted geometry.

The calculation puts the total energy at -5409.8737 eV. Its energy relative to the best compared isomer or geometry (same formula, charge and spin) is 50.18 kcal/mol. For the HOMO-LUMO gap, the calculation gives 11.21 eV. As for the SMILES: CCC.CC.

```
! RIJCOSX wB97M-V def2-TZVPD def2/J DEFGRID3
* xyz 0 1
C -0.327 -1.117 1.410
C -0.669 0.194 2.348
C 0.983 -1.719 2.149
H -0.962 -1.877 1.309
H -0.212 -0.632 0.497
H -0.653 1.180 1.782
H 1.739 -1.133 2.600
H 0.679 -2.395 2.814
H 0.024 0.225 3.101
H -1.706 -0.081 2.629
H 1.457 -2.308 1.333
C 0.045 0.832 -2.111
C -0.137 1.631 -3.352
H 0.186 -0.291 -2.349
H 0.842 1.205 -1.565
H -0.888 0.802 -1.600
H 0.760 1.302 -3.900
H -0.064 2.640 -3.233
H -1.097 1.540 -3.864
*
```



ORCA calculation (ωB97M-V with the def2-TZVPD basis set) on 2 unconnected molecules or ions with the total composition C5H14 at a distorted geometry.

The calculation puts the total energy at -5411.6052 eV. Its energy relative to the best compared isomer or geometry (same formula, charge and spin) is 10.25 kcal/mol. For the HOMO-LUMO gap, the calculation gives 12.36 eV. As for the SMILES: CCC.CC.

```
! RIJCOSX wB97M-V def2-TZVPD def2/J DEFGRID3
* xyz 0 1
C -0.157 -0.470 -1.704
C -1.419 -1.265 -1.296
C -0.384 1.078 -1.796
H 0.199 -0.951 -2.612
H 0.607 -0.533 -0.927
H -1.504 -2.188 -1.858
H -1.396 -1.510 -0.230
H 0.003 1.428 -2.752
H 0.028 1.595 -0.938
H -2.324 -0.658 -1.393
H -1.466 1.229 -1.764
C 0.281 -0.022 2.017
C 1.659 0.574 2.334
H -0.208 -0.409 2.908
H -0.309 0.752 1.539
H 0.364 -0.773 1.233
H 1.543 1.329 3.089
H 2.359 -0.168 2.722
H 2.125 0.962 1.427
*
```



ORCA calculation (ωB97M-V with the def2-TZVPD basis set) on 2 unconnected molecules or ions with the total composition C5H14 at a distorted geometry.

The calculation puts the total energy at -5410.2662 eV. Its energy relative to the best compared isomer or geometry (same formula, charge and spin) is 41.13 kcal/mol. For the HOMO-LUMO gap, the calculation gives 11.92 eV. As for the SMILES: CCC.CC.

```
! RIJCOSX wB97M-V def2-TZVPD def2/J DEFGRID3
* xyz 0 1
C -1.162 0.608 2.549
C 0.153 -0.124 3.074
H -1.992 0.611 3.234
H -0.955 1.662 2.240
H -1.576 0.216 1.704
H -0.345 -0.805 3.659
H 0.858 -0.468 2.326
H 0.753 0.535 3.839
C 0.736 -0.640 -1.950
C -0.644 -0.588 -1.231
C 1.067 0.584 -2.894
H 1.486 -0.945 -1.185
H 0.860 -1.553 -2.552
H -0.342 0.368 -0.529
H 0.172 0.958 -3.425
H 1.668 1.427 -2.372
H -0.998 -1.557 -0.770
H -1.408 -0.382 -1.966
H 1.670 0.095 -3.753
*
```



ORCA calculation (ωB97M-V with the def2-TZVPD basis set) on 2 unconnected molecules or ions with the total composition C5H14 at a distorted geometry.

The calculation puts the total energy at -5411.0672 eV. Its energy relative to the best compared isomer or geometry (same formula, charge and spin) is 22.66 kcal/mol. For the HOMO-LUMO gap, the calculation gives 12.03 eV. As for the SMILES: CCC.CC.

```
! RIJCOSX wB97M-V def2-TZVPD def2/J DEFGRID3
* xyz 0 1
C 0.644 2.700 -1.649
C 0.746 1.552 -0.633
H -0.358 3.121 -1.874
H 1.325 3.473 -1.293
H 0.887 2.423 -2.689
H 0.399 0.612 -1.123
H 1.676 1.484 -0.053
H 0.074 1.600 0.224
C -0.658 -2.030 0.631
C 0.660 -1.813 1.446
C -1.492 -0.793 0.389
H -0.301 -2.485 -0.320
H -1.172 -2.929 1.016
H 0.329 -1.727 2.492
H -2.310 -0.938 -0.299
H -1.843 -0.452 1.385
H -1.006 0.067 -0.076
H 1.124 -2.811 1.454
H 1.276 -1.055 0.971
*
```



ORCA calculation (ωB97M-V with the def2-TZVPD basis set) on 2 unconnected molecules or ions with the total composition C5H14 at a distorted geometry.

The calculation puts the total energy at -5410.9880 eV. Its energy relative to the best compared isomer or geometry (same formula, charge and spin) is 24.48 kcal/mol. For the HOMO-LUMO gap, the calculation gives 11.97 eV. As for the SMILES: CCC.CC.

```
! RIJCOSX wB97M-V def2-TZVPD def2/J DEFGRID3
* xyz 0 1
C -0.738 -0.398 2.055
C -0.372 -0.598 0.588
C -1.463 1.029 2.381
H -1.439 -1.093 2.503
H 0.120 -0.234 2.675
H 0.409 -1.359 0.578
H -2.211 1.262 1.652
H 0.018 0.360 0.230
H -1.264 -0.781 -0.071
H -2.209 1.031 3.209
H -0.644 1.717 2.605
C 0.558 -0.186 -2.624
C 1.936 0.019 -2.048
H -0.130 0.430 -2.069
H 0.308 0.095 -3.630
H 0.320 -1.240 -2.488
H 2.697 -0.410 -2.680
H 1.991 -0.664 -1.194
H 2.115 1.021 -1.671
*
```



ORCA calculation (ωB97M-V with the def2-TZVPD basis set) on 2 unconnected molecules or ions with the total composition C5H14 at a distorted geometry.

The calculation puts the total energy at -5410.5886 eV. Its energy relative to the best compared isomer or geometry (same formula, charge and spin) is 33.69 kcal/mol. For the HOMO-LUMO gap, the calculation gives 12.04 eV. As for the SMILES: CCC.CC.

```
! RIJCOSX wB97M-V def2-TZVPD def2/J DEFGRID3
* xyz 0 1
C -1.359 0.109 -0.838
C -2.120 -1.192 -0.394
C -0.458 -0.200 -1.952
H -2.210 0.780 -1.000
H -0.825 0.323 0.130
H -1.454 -1.968 -0.211
H -0.939 -0.941 -2.593
H -0.254 0.612 -2.582
H 0.571 -0.554 -1.655
H -2.764 -0.982 0.576
H -2.985 -1.570 -1.127
C 1.403 0.094 1.389
C 2.310 1.268 1.490
H 0.632 0.338 2.144
H 1.030 0.028 0.420
H 1.594 -0.975 1.618
H 2.932 1.395 0.635
H 3.123 1.197 2.349
H 1.771 2.239 1.601
*
```



ORCA calculation (ωB97M-V with the def2-TZVPD basis set) on 2 unconnected molecules or ions with the total composition C5H14 at a distorted geometry.

The calculation puts the total energy at -5411.5890 eV. Its energy relative to the best compared isomer or geometry (same formula, charge and spin) is 10.62 kcal/mol. For the HOMO-LUMO gap, the calculation gives 12.16 eV. As for the SMILES: CCC.CC.

```
! RIJCOSX wB97M-V def2-TZVPD def2/J DEFGRID3
* xyz 0 1
C -1.921 1.115 0.176
C -1.310 2.270 -0.603
H -2.527 1.485 1.002
H -2.662 0.716 -0.519
H -1.191 0.420 0.575
H -1.021 2.090 -1.650
H -0.337 2.624 -0.262
H -2.006 3.101 -0.680
C 1.416 -1.264 -0.289
C 1.669 -0.031 0.574
C 0.267 -2.179 0.100
H 1.527 -1.004 -1.340
H 2.322 -1.877 -0.174
H 1.764 -0.245 1.642
H -0.693 -1.896 -0.325
H 0.488 -3.174 -0.304
H 0.222 -2.339 1.175
H 2.574 0.482 0.251
H 0.833 0.659 0.487
*
```